1.
Below is a 2-piece molecular cluster, C13H29N2O7 overall at a distorted geometry, with properties calculated with the ωB97M-V functional and the def2-TZVPD basis.

Structure (XYZ):
```
51
Properties=species:S:1:pos:R:3:forces:R:3
C 2.872 0.292 -2.434 0.1 0.5 0.4
C 2.150 1.199 -1.401 0.8 -0.4 0.2
O 0.901 1.652 -1.982 -0.9 1.5 0.7
C 0.265 2.661 -1.288 0.5 0.1 2.8
O 0.419 2.864 -0.057 -0.5 -0.7 -4.4
C -0.650 3.536 -2.197 -0.1 -0.6 0.2
C -1.503 2.702 -3.221 -0.2 0.8 0.4
C -2.856 2.257 -2.599 0.2 0.5 -0.2
N -3.095 0.764 -2.625 -0.4 0.0 0.2
C -4.224 0.385 -1.695 -0.8 0.2 0.7
O -3.728 0.196 -0.398 0.5 0.0 -1.4
N -4.713 0.754 0.615 0.0 1.8 1.0
O -4.405 1.822 0.921 -0.4 -1.5 -0.4
H 2.475 0.458 -3.452 0.2 -0.1 0.5
H 3.951 0.545 -2.428 -0.6 -0.2 -0.1
H 2.792 -0.767 -2.155 -0.1 0.3 -0.2
H 2.750 2.095 -1.149 -0.4 -0.4 -0.2
H 1.974 0.662 -0.455 -0.1 0.2 -0.4
H -0.034 4.272 -2.750 -0.1 -0.6 0.3
H -1.312 4.125 -1.531 0.4 -0.3 -0.3
H -0.919 1.850 -3.590 -0.1 0.2 0.0
H -1.748 3.366 -4.077 0.3 -0.5 0.4
H -2.939 2.549 -1.539 0.1 -0.2 -0.4
H -3.696 2.706 -3.166 0.4 -0.3 0.5
H -3.391 0.459 -3.554 0.3 0.1 -0.1
H -2.243 0.244 -2.396 0.0 0.0 0.2
H -4.751 -0.504 -2.081 0.5 0.2 0.0
H -4.916 1.255 -1.724 0.3 -0.5 -0.1
C 2.433 -3.402 4.726 -0.1 0.1 0.1
O 1.666 -2.354 4.165 0.1 -0.1 -0.3
C 2.384 -1.159 3.925 -0.1 0.0 0.1
C 2.140 -0.606 2.536 0.0 0.1 0.0
O 2.644 -1.396 1.467 0.0 0.1 -0.2
C 2.011 -2.623 1.148 0.1 -0.1 0.0
C 0.621 -2.515 0.549 0.0 -0.1 0.1
O -0.330 -2.085 1.500 0.0 0.3 0.2
C -1.262 -1.128 1.061 0.1 -0.3 0.0
H 2.536 -3.277 5.808 0.1 0.0 0.0
H 1.909 -4.336 4.528 0.0 0.0 0.0
H 3.427 -3.460 4.272 0.0 0.0 0.0
H 3.459 -1.310 4.067 0.0 -0.1 0.0
H 2.054 -0.404 4.650 0.1 0.1 0.0
H 2.695 0.333 2.471 0.0 0.0 0.0
H 1.087 -0.359 2.390 -0.1 -0.2 0.1
H 2.016 -3.306 1.998 -0.2 0.1 0.1
H 2.647 -3.068 0.378 0.0 0.0 0.0
H 0.333 -3.512 0.192 0.1 0.0 -0.1
H 0.646 -1.837 -0.313 0.0 0.1 0.0
H -0.802 -0.388 0.392 0.0 0.0 0.0
H -1.632 -0.601 1.941 0.0 0.0 0.0
H -2.107 -1.608 0.557 0.0 0.1 -0.1
```
Positions in Å, forces in eV/Å.

Calculated values
- Total charge: +1



2.
Below is a 7-piece molecular cluster, C14H42O14 overall at a distorted geometry, with properties calculated with the ωB97M-V functional and the def2-TZVPD basis.

Structure (XYZ):
```
70
Properties=species:S:1:pos:R:3:forces:R:3
C 1.669 7.037 1.259 0.6 -0.7 -2.4
C 0.980 5.779 1.696 0.1 0.4 0.5
O 0.532 5.972 3.010 -0.4 -0.5 1.1
O 0.661 7.985 0.871 0.5 0.4 1.2
H 2.219 6.848 0.337 0.2 -0.4 -0.2
H 2.436 7.449 1.915 -0.5 -0.1 0.6
H 1.591 4.876 1.707 0.3 0.2 0.0
H 0.150 5.592 1.015 -0.1 0.0 -0.2
H 0.053 6.801 3.081 -0.1 0.0 -0.2
H 0.932 8.751 1.383 -0.6 0.5 -0.3
C -3.727 -5.090 1.631 -1.3 -0.7 -0.5
C -3.967 -6.569 1.773 0.5 0.3 0.5
O -5.304 -6.965 1.872 -0.7 0.3 -0.4
O -4.496 -4.381 2.583 0.5 0.4 0.2
H -4.164 -4.884 0.654 0.5 0.6 -0.4
H -2.661 -4.880 1.720 0.0 0.1 -0.3
H -3.504 -6.874 2.711 0.8 -0.6 -0.4
H -3.592 -6.922 0.812 0.5 -0.9 0.5
H -5.713 -6.324 2.459 -0.4 0.1 0.2
H -4.312 -3.482 2.299 -0.5 0.5 0.6
C -2.666 -2.194 6.579 0.0 -2.4 0.2
C -3.445 -3.505 7.039 0.9 2.4 1.0
O -2.587 -4.630 7.132 0.2 0.1 -1.0
O -2.718 -2.015 5.187 -0.1 0.2 -0.4
H -1.661 -2.454 6.910 0.4 0.5 0.0
H -3.009 -1.284 7.070 -0.2 -0.2 0.0
H -4.321 -3.597 6.397 -0.2 -0.4 0.2
H -3.641 -3.221 8.073 -1.1 -0.2 0.1
H -3.091 -5.374 7.470 -0.1 0.0 0.0
H -2.889 -2.882 4.811 0.1 0.0 -0.3
C 7.333 1.577 -1.774 -2.8 0.3 0.0
C 5.973 0.928 -2.219 2.4 -0.3 0.7
O 5.673 1.470 -3.494 -0.5 -0.8 0.3
O 6.939 2.849 -1.283 0.5 0.7 0.3
H 7.851 1.784 -2.710 0.7 -0.9 0.2
H 7.822 1.006 -0.984 0.4 -0.1 -0.3
H 5.167 0.984 -1.488 0.0 0.8 0.1
H 6.250 -0.124 -2.144 -0.5 -0.5 -1.4
H 5.767 2.416 -3.363 -0.1 0.3 -0.1
H 7.739 3.378 -1.333 -0.1 0.5 0.3
C 1.319 4.701 -3.693 1.2 -0.6 1.0
C 1.025 6.223 -3.672 1.1 -0.5 -0.8
O -0.133 6.693 -3.071 -1.0 -0.4 0.5
O 1.993 4.251 -2.469 -0.7 1.0 0.0
H 2.008 4.464 -4.504 0.0 0.4 -0.3
H 0.463 4.048 -3.865 -0.5 0.5 0.1
H 1.034 6.506 -4.725 -0.3 0.2 -0.1
H 1.793 6.825 -3.185 1.0 -0.7 -0.3
H 0.142 6.782 -2.156 -0.7 0.2 0.3
H 2.501 3.446 -2.595 -0.2 0.0 -0.4
C -1.966 1.023 0.037 1.9 1.1 0.6
C -0.616 0.203 -0.068 -2.7 -0.5 -1.9
O -0.991 -1.261 -0.240 1.3 1.7 1.8
O -2.603 1.054 1.337 0.5 -0.6 -1.1
H -2.647 0.910 -0.807 -0.2 -0.8 0.2
H -1.610 2.048 -0.063 0.0 0.3 -0.2
H 0.066 0.635 0.664 -0.2 -1.7 1.3
H -0.016 0.488 -0.933 -0.6 0.1 -0.7
H -1.119 -1.461 -1.170 0.2 0.5 -0.1
H -2.473 0.202 1.759 -0.1 -0.2 0.0
C -0.378 -6.055 -4.055 -0.3 -0.3 0.0
C -0.948 -5.063 -5.026 0.4 -0.5 -3.0
O -0.529 -3.764 -4.845 0.8 1.8 1.2
O 1.056 -6.135 -4.039 -0.6 1.1 0.4
H -0.604 -7.077 -4.359 -1.3 0.1 0.2
H -0.848 -5.748 -3.121 0.9 -0.6 0.7
H -2.005 -4.972 -5.275 -0.6 -1.2 1.1
H -0.550 -5.337 -6.004 0.3 -0.6 -0.6
H -0.930 -3.258 -5.554 0.2 0.2 0.1
H 1.294 -6.204 -4.967 0.3 0.0 -0.1
```
Positions in Å, forces in eV/Å.

Calculated values
- Energy relative to the best compared isomer or geometry (same formula, charge and spin): 108.8 kcal per mole
- Structure (SMILES): OCCO.OCCO.OCCO.OCCO.OCCO.OCCO.OCCO
- Total charge: 0



3.
Below is C14H14N4O9P2S2SeY as an isolated structure at a distorted geometry, with properties calculated with the ωB97M-V functional and the def2-TZVPD basis.

Structure (XYZ):
```
47
Properties=species:S:1:pos:R:3:forces:R:3
Y -0.573 1.954 1.113 0.5 -1.3 -0.3
O -0.486 4.975 3.589 0.1 -0.3 -0.4
P -0.981 4.973 2.054 -0.5 1.0 0.5
O -1.088 6.332 1.521 0.0 0.0 0.0
O -0.150 3.926 1.345 0.2 2.2 0.8
O -2.533 4.379 2.242 0.7 -0.3 -0.1
P -2.797 2.800 2.223 -1.9 0.7 0.7
O -4.271 2.708 2.813 0.4 0.0 0.2
O -2.768 2.328 0.779 -0.1 0.2 0.4
O -1.782 2.073 3.057 -0.3 0.4 0.1
H -0.757 5.820 3.950 0.0 0.3 0.3
H -4.868 2.499 2.097 -0.4 -0.1 -0.3
N 2.998 -4.007 -3.037 0.2 -0.1 -0.3
C 2.156 -3.459 -2.092 -0.3 0.3 0.2
C 2.139 -2.079 -1.877 0.0 -0.3 0.1
C 1.250 -1.525 -0.979 0.1 0.1 0.0
C 0.359 -2.331 -0.296 -0.3 0.3 0.5
C 0.379 -3.702 -0.481 0.0 0.0 0.1
C 1.274 -4.266 -1.368 0.0 0.0 0.0
S -0.817 -1.641 0.874 -0.1 0.2 -0.3
O -0.834 -2.501 2.031 0.2 -0.1 -0.1
O -2.071 -1.392 0.224 0.0 -0.1 0.1
N -0.200 -0.177 1.245 -0.7 -2.9 -0.5
C 0.878 -0.118 2.021 1.2 -0.6 0.7
S 1.743 -1.491 2.641 0.6 0.5 0.5
C 2.870 -0.376 3.371 -0.2 -0.1 -0.3
C 2.515 0.900 3.112 0.2 -0.1 0.2
N 1.397 1.051 2.341 -0.6 -0.1 -0.3
H 3.779 -3.438 -3.319 0.0 -0.1 0.0
H 3.188 -4.993 -2.960 0.1 0.1 0.0
H 2.826 -1.441 -2.413 0.1 0.1 -0.1
H 1.269 -0.461 -0.795 0.0 0.2 -0.1
H -0.299 -4.306 0.100 -0.1 -0.2 0.0
H 1.304 -5.337 -1.506 -0.1 -0.1 0.0
H 3.704 -0.742 3.932 0.2 0.0 0.2
H 3.020 1.787 3.458 0.1 0.0 0.0
Se 0.514 2.182 -1.243 0.6 0.1 -2.3
C -0.508 0.900 -2.256 0.1 0.4 0.3
C 0.032 0.300 -3.394 -0.1 0.1 0.2
C -0.699 -0.680 -4.037 0.3 0.1 -0.1
N -1.900 -1.081 -3.642 -0.3 -0.3 -0.3
C -2.426 -0.474 -2.591 -0.1 0.1 0.2
C -1.790 0.527 -1.871 0.1 0.1 -0.2
H 1.009 0.606 -3.734 0.1 -0.1 -0.1
H -0.308 -1.175 -4.919 0.1 0.0 0.0
H -3.409 -0.817 -2.296 -0.1 0.0 0.1
H -2.287 0.990 -1.024 0.0 -0.1 -0.2
```
Positions in Å, forces in eV/Å.

Calculated values
- Total charge: -1



4.
Below is an isolated ion of composition C14H22Cl2NO2 and charge +1, with properties calculated with the ωB97M-V functional and the def2-TZVPD basis.

Structure (XYZ):
```
41
Properties=species:S:1:pos:R:3:forces:R:3
C -4.053 -1.223 0.518 0.1 0.2 -0.3
H -3.373 -2.069 0.476 0.0 -0.1 0.0
C -3.835 -0.321 -0.684 -0.4 -0.1 0.2
H -4.516 0.540 -0.660 0.1 -0.1 -0.1
H -4.010 -0.876 -1.613 0.1 0.1 0.0
O -2.486 0.142 -0.670 0.1 0.0 0.1
C -2.119 0.919 -1.802 0.1 0.1 -0.4
C -0.635 1.259 -1.685 -0.4 -0.1 0.2
C -0.341 2.183 -0.508 0.4 0.2 -0.7
N -0.844 1.597 0.769 -0.5 -0.1 0.2
H -1.245 2.332 1.355 0.0 -0.1 -0.1
C 0.168 0.854 1.571 0.5 -0.4 0.3
C 0.618 -0.385 0.850 0.2 0.0 0.0
C -0.194 -1.507 0.876 0.3 -0.1 -0.1
C 0.181 -2.647 0.186 0.2 0.3 0.0
C 1.365 -2.654 -0.534 -0.2 0.0 0.1
C 2.179 -1.530 -0.570 -0.1 0.2 0.1
C 1.831 -0.369 0.135 -0.2 -0.2 0.1
O 2.490 0.819 0.148 -0.3 -0.2 -0.3
C 3.920 0.892 0.200 0.7 0.1 0.2
C 4.510 0.074 1.337 -0.3 0.2 -0.2
H 4.064 0.360 2.287 0.0 0.0 0.1
H 5.580 0.254 1.386 0.1 0.0 0.0
H 4.346 -0.989 1.180 0.1 -0.1 0.0
H 4.105 1.957 0.359 0.0 -0.1 0.0
H 4.357 0.603 -0.758 -0.1 0.1 0.1
Cl 3.588 -1.636 -1.570 0.0 0.0 0.0
H 1.657 -3.532 -1.087 0.0 -0.1 -0.1
Cl -0.829 -4.039 0.208 -0.1 -0.1 0.0
H -1.112 -1.500 1.440 -0.2 0.0 0.1
H 1.022 1.509 1.753 -0.2 0.0 0.0
H -0.293 0.580 2.522 -0.1 0.1 -0.1
H -1.613 0.925 0.468 0.1 0.4 0.3
H -0.835 3.143 -0.666 0.0 -0.1 0.1
H 0.735 2.347 -0.424 -0.1 0.0 0.1
H -0.074 0.330 -1.583 0.0 0.0 -0.1
H -0.313 1.752 -2.602 0.0 0.0 0.0
H -2.732 1.832 -1.844 0.0 -0.1 0.0
H -2.301 0.346 -2.717 0.0 0.0 0.1
H -3.894 -0.678 1.446 0.0 0.0 0.1
H -5.072 -1.594 0.507 -0.1 -0.1 0.1
```
Positions in Å, forces in eV/Å.

Calculated values
- Energy relative to the best compared isomer or geometry (same formula, charge and spin): 5.2 kcal per mole
- Structure (SMILES): CCOCCC[NH2+]Cc1cc(Cl)cc(Cl)c1OCC
- Total charge: +1



Number 1: HOMO level -10.94 eV. Number 2: HOMO level -9.91 eV. Number 3: HOMO level -5.12 eV. Number 4: HOMO level -11.76 eV.